Record 1
C7H18O2 | wB97M-V/def2-TZVPD

Geometry as XYZ:
```
27
C7H18O2, DFT wB97M-V/def2-TZVPD
C -0.5394 0.9613 0.0225
C -1.1463 -0.5738 -0.2700
C -1.6325 2.0059 0.1843
C -2.1807 -0.5165 -1.3935
C -1.7657 -1.1091 1.0216
O 0.3193 1.3906 -0.9704
H 1.0398 0.6730 -1.0876
H -0.0035 0.8451 0.9806
H -0.4274 -1.3445 -0.5709
H -2.3731 1.6964 0.9162
H -1.1809 2.9363 0.5252
H -2.1108 2.1899 -0.7737
H -3.0630 0.0443 -1.0923
H -2.1979 -2.0974 0.8578
H -1.7514 -0.0339 -2.2699
H -2.5082 -1.5193 -1.6689
H -1.0186 -1.1873 1.8096
H -2.5666 -0.4637 1.3804
C 2.6387 -0.9472 0.2780
C 3.3732 0.3322 0.6485
O 1.8869 -0.7409 -0.9113
H 1.2077 -1.4670 -1.0307
H 1.9588 -1.2503 1.0862
H 3.3636 -1.7555 0.1236
H 2.6601 1.1352 0.8086
H 3.9637 0.1773 1.5459
H 4.0541 0.6191 -0.1498
```

The calculation puts the gap between HOMO and LUMO at 9.97 eV. The LUMO energy comes out at 0.7 eV. The total charge is 0. The SMILES is CC(C)[C@H](C)O.CCO. The energy above the lowest of the compared OMol25 structures with the same formula, charge and spin is 16.1 kJ/mol.

=====

Record 2
C20H30FNO3 | wB97M-V/def2-TZVPD

Geometry as XYZ:
```
55
C20H30FNO3, DFT wB97M-V/def2-TZVPD
C 3.6194 -1.7789 3.5698
C 2.8683 -0.4768 3.6621
O 1.8355 -0.7009 4.6432
C 1.0924 0.4121 4.8442
C 0.0631 0.1418 5.8489
C -0.9633 1.0945 6.1233
O -1.9231 0.7810 6.8606
C -0.9241 2.4906 5.5285
C -1.5747 2.6160 4.1530
C -3.1029 2.3559 4.1573
C -3.5628 1.0622 3.4562
C -3.9030 -0.1464 4.3566
C -3.3674 -1.5215 3.8778
C -1.9235 -1.8542 4.3093
C -1.7340 -2.3745 5.7469
C -0.2730 -2.3969 6.2159
C 0.2498 -1.0500 6.7393
O 1.3352 1.4497 4.2358
H 4.3656 -1.7356 2.7690
H 4.1470 -1.9829 4.5109
H 2.9332 -2.6130 3.3693
H 3.5084 0.3497 3.9862
H 2.4051 -0.2093 2.7109
H -1.4671 3.1509 6.2105
H 0.1194 2.8021 5.4283
H -1.4126 3.6708 3.8359
H -1.0384 1.9891 3.4092
H -3.4678 2.3940 5.1922
H -3.5676 3.2070 3.6312
H -4.4860 1.3104 2.9090
H -2.8240 0.7695 2.6981
H -3.5500 0.0358 5.3872
H -5.0034 -0.2452 4.4160
H -4.0454 -2.3082 4.2464
H -3.4033 -1.5591 2.7784
H -1.5283 -2.6111 3.6074
H -1.2946 -0.9595 4.1678
H -2.3187 -1.7562 6.4454
H -2.1304 -3.4022 5.8044
H -0.1923 -3.0943 7.0670
H 0.3952 -2.7598 5.4099
H 1.3163 -1.1559 6.9766
H -0.2960 -0.8343 7.6666
F 0.8353 0.4270 0.9922
N 1.1015 0.5484 -0.5267
C 1.0782 -0.5724 -1.2600
C 1.1700 -0.4788 -2.6495
C 1.2999 0.7799 -3.2450
C 1.3672 1.9159 -2.4320
C 1.2870 1.7704 -1.0456
H 0.9869 -1.5343 -0.7575
H 1.1467 -1.3753 -3.2660
H 1.3670 0.8736 -4.3307
H 1.4869 2.9004 -2.8801
H 1.3683 2.6261 -0.3762
```

The calculation puts the gap between HOMO and LUMO at 2.50 eV. The LUMO energy comes out at -2.9 eV. The total charge is 0. The energy above the lowest of the compared OMol25 structures with the same formula, charge and spin is 147.6 kJ/mol.

=====

Record 3
C17H33N3O4S | wB97M-V/def2-TZVPD

Geometry as XYZ:
```
58
C17H33N3O4S, DFT wB97M-V/def2-TZVPD
C 3.1873 -2.1719 -2.7288
C 3.5662 -3.2558 -1.8202
N 3.8207 -4.0943 -1.0550
H 3.5991 -2.2438 -3.7355
H 3.4023 -1.2255 -2.2326
H 2.0997 -2.1937 -2.7990
C -2.4071 -3.7182 -3.9708
C -1.6784 -2.9251 -3.0021
N -1.0819 -2.3138 -2.1817
H -2.6490 -3.0522 -4.7990
H -3.2904 -4.2459 -3.6112
H -1.7923 -4.5687 -4.2655
C 4.2509 2.3473 -2.8071
C 5.0346 2.6156 -4.0708
N 5.5744 2.8062 -5.0899
H 3.2169 2.6822 -2.8895
H 4.6514 2.9676 -2.0053
H 4.2415 1.2878 -2.5511
C 4.5590 0.7378 1.4275
S 4.1599 1.2842 3.1590
O 5.4876 1.6273 3.7978
C 3.1369 2.7394 2.6861
H 5.3762 0.0191 1.3666
H 4.8394 1.6103 0.8374
H 3.6771 0.3017 0.9582
H 3.5825 3.3432 1.8956
H 3.0083 3.4363 3.5143
H 2.1453 2.4522 2.3364
C -0.1625 -0.0656 0.1614
C 0.5408 0.6468 -0.9870
O 1.7457 0.7594 -1.0461
C -0.2989 1.3935 -2.0108
H 0.1226 0.2553 1.1633
H 0.0794 -1.1261 0.0912
H -1.2094 0.2111 0.0370
H -0.8963 2.1849 -1.5581
H -0.8770 0.6233 -2.5214
H 0.3219 1.8508 -2.7812
C -2.1331 -1.3188 5.9050
C -1.8169 -0.1062 4.9999
O -1.6069 1.0087 5.5062
C -1.9780 -0.2943 3.5150
H -3.1360 -1.6696 5.6612
H -2.0645 -1.0849 6.9674
H -1.4321 -2.0939 5.5953
H -1.6015 -1.2590 3.1749
H -1.6004 0.5225 2.8997
H -3.0586 -0.2545 3.3784
C -4.0123 0.6746 -0.1539
C -5.4615 0.4495 0.1059
O -5.9367 0.5501 1.2050
C -6.3930 0.0128 -1.0612
H -3.8735 1.7542 -0.2114
H -3.7045 0.0528 -0.9946
H -3.3791 0.4011 0.6901
H -6.1953 0.6755 -1.9038
H -7.4624 0.0262 -0.8505
H -6.2381 -1.0293 -1.3405
```

The calculation puts the gap between HOMO and LUMO at 8.66 eV. The LUMO energy comes out at -0.1 eV. The total charge is 0. The energy above the lowest of the compared OMol25 structures with the same formula, charge and spin is 424.8 kJ/mol.

=====

no.,molar mass (g mol⁻¹),E (eV),F_max (eV Å⁻¹)
1,134.22,-11645.3951,2.55
2,351.46,-31570.5976,2.67
3,375.53,-41656.5101,4.43